1.
Below is a 3-piece molecular cluster, C4H5NO2 overall, with properties calculated with ωB97M-V/def2-TZVPD.

Last columns: bonded neighbours and bond lengths (Å).
Geometry (Å):
1 O -2.5481 -0.2133 0.0082  C2 1.201
2 C -1.3593 -0.0434 0.0125  O1 1.201, N3 1.433, C7 1.539
3 N -0.5486 0.2948 -1.1199  C2 1.433, C4 1.423
4 C 0.6025 0.9551 -0.6070  N3 1.423, C5 1.556, H9 1.092, H10 1.090
5 C 0.8878 -0.0590 0.5382  C4 1.556, O6 1.335, C7 1.442
6 O 0.6276 0.3282 1.7887  C5 1.335, C7 1.490
7 C -0.3631 -0.5293 1.0799  C2 1.539, C5 1.442, O6 1.490, H12 1.085
8 H 0.3425 -0.9755 -1.1611  no bonds
9 H 0.4086 1.9075 -0.1085  C4 1.092
10 H 1.3920 1.0506 -1.3518  C4 1.090
11 H 1.0598 -1.2216 -0.6351  no bonds
12 H -0.5017 -1.4941 1.5560  C7 1.085

Properties
- frontier orbital gap (spin up / spin down) (Eh) = 0.31496 / 0.31504
- E_HOMO (spin up / spin down) (Ha) = -0.3705 / -0.3705
- energy above the lowest of the compared OMol25 structures with the same formula, charge and spin (kcal per mole) = 170.9
- total charge = 0

2.
Below is a 9-piece molecular cluster, C17H29Cl4N7O10 overall, with properties calculated with ωB97M-V/def2-TZVPD.

Last columns: bonded neighbours and bond lengths (Å).
Geometry (Å):
1 N -7.7739 -14.7540 4.3631  C2 1.329, C6 1.334
2 C -8.7148 -15.4010 5.0424  N1 1.329, C3 1.389, H7 1.086
3 C -9.9187 -15.8249 4.4949  C2 1.389, C4 1.383, H8 1.083
4 C -10.1665 -15.5646 3.1593  C3 1.383, C5 1.387, H9 1.082
5 C -9.2214 -14.8356 2.4531  C4 1.387, C6 1.388, H10 1.082
6 C -8.0373 -14.4811 3.0839  N1 1.334, C5 1.388, H11 1.086
7 H -8.5198 -15.6275 6.0860  C2 1.086
8 H -10.5400 -16.4859 5.0870  C3 1.083
9 H -11.0968 -15.8119 2.6664  C4 1.082
10 H -9.3367 -14.5732 1.4101  C5 1.082
11 H -7.2310 -14.0166 2.5239  C6 1.086
12 N -8.9842 -9.9403 8.1893  C13 1.322, C17 1.332
13 C -9.2368 -11.2320 8.0634  N12 1.322, C14 1.394, H18 1.088
14 C -8.9152 -11.9820 6.9333  C13 1.394, C15 1.386, H19 1.083
15 C -8.3237 -11.3370 5.8587  C14 1.386, C16 1.383, H20 1.083
16 C -8.1435 -9.9676 5.9362  C15 1.383, C17 1.389, H21 1.081
17 C -8.4501 -9.3313 7.1319  N12 1.332, C16 1.389, H22 1.085
18 H -9.7427 -11.7435 8.8792  C13 1.088
19 H -9.1848 -13.0304 6.9107  C14 1.083
20 H -8.0230 -11.8804 4.9708  C15 1.083
21 H -7.7830 -9.3650 5.1144  C16 1.081
22 H -8.2494 -8.2733 7.2657  C17 1.085
23 C -14.0116 -15.5753 1.8872  N24 1.494, H27 1.086, H28 1.087, H29 1.081
24 N -13.7139 -14.1879 1.4187  C23 1.494, O25 1.210, O26 1.215
25 O -14.5241 -13.6537 0.6968  N24 1.210
26 O -12.6743 -13.6843 1.7942  N24 1.215
27 H -13.7331 -15.6242 2.9354  C23 1.086
28 H -13.3834 -16.2552 1.3181  C23 1.087
29 H -15.0642 -15.7623 1.7252  C23 1.081
30 C -5.7430 -17.4663 4.4124  N31 1.480, H34 1.088, H35 1.081, H36 1.083
31 N -6.4748 -17.7765 3.1640  C30 1.480, O32 1.214, O33 1.216
32 O -6.5340 -16.8924 2.3335  N31 1.214
33 O -6.9531 -18.8883 3.0492  N31 1.216
34 H -4.7169 -17.2510 4.1210  C30 1.088
35 H -5.7993 -18.3291 5.0618  C30 1.081
36 H -6.1764 -16.5817 4.8621  C30 1.083
37 C -6.4819 -14.4361 8.0886  N38 1.487, H41 1.082, H42 1.085, H43 1.086
38 N -5.9449 -15.6571 7.4304  C37 1.487, O39 1.213, O40 1.215
39 O -4.8999 -15.5603 6.8211  N38 1.213
40 O -6.6102 -16.6719 7.4989  N38 1.215
41 H -7.2193 -14.7742 8.8051  C37 1.082
42 H -6.9064 -13.7836 7.3332  C37 1.085
43 H -5.6574 -13.9340 8.5860  C37 1.086
44 C -11.5815 -12.4707 4.4753  N45 1.479, H48 1.091, H49 1.083, H50 1.083
45 N -11.9668 -11.2441 3.7439  C44 1.479, O46 1.215, O47 1.213
46 O -13.1471 -11.0604 3.5223  N45 1.215
47 O -11.0664 -10.4953 3.4279  N45 1.213
48 H -11.3703 -12.2055 5.5126  C44 1.091
49 H -10.6702 -12.8853 4.0611  C44 1.083
50 H -12.4100 -13.1678 4.4890  C44 1.083
51 C -10.5395 -16.0445 10.2750  N52 1.478, H55 1.085, H56 1.081, H57 1.088
52 N -9.9333 -16.0305 8.9267  C51 1.478, O53 1.223, O54 1.205
53 O -9.8288 -14.9447 8.3743  N52 1.223
54 O -9.5677 -17.0818 8.4646  N52 1.205
55 H -9.8883 -15.4939 10.9456  C51 1.085
56 H -10.6662 -17.0770 10.5700  C51 1.081
57 H -11.4930 -15.5262 10.2018  C51 1.088
58 C -4.4012 -13.8644 4.2803  Cl59 1.771, Cl60 1.762, H61 1.081, H62 1.085
59 Cl -5.2144 -12.6703 5.3039  C58 1.771
60 Cl -3.4510 -13.1021 3.0078  C58 1.762
61 H -3.7429 -14.4407 4.9148  C58 1.081
62 H -5.1794 -14.4784 3.8398  C58 1.085
63 C -5.6868 -15.4844 -0.8717  Cl64 1.769, Cl65 1.769, H66 1.082, H67 1.081
64 Cl -7.3661 -15.1140 -0.4571  C63 1.769
65 Cl -4.5619 -14.8290 0.3255  C63 1.769
66 H -5.5691 -16.5600 -0.8744  C63 1.082
67 H -5.4779 -15.0494 -1.8395  C63 1.081

Properties
- frontier orbital gap (Eh) = 0.33991
- E_HOMO (Ha) = -0.3543
- SMILES = C[N+](=O)[O-].C[N+](=O)[O-].C[N+](=O)[O-].C[N+](=O)[O-].C[N+](=O)[O-].c1ccncc1.c1ccncc1.ClCCl.ClCCl
- total charge = 0

3.
Below is a 2-piece molecular cluster, C8H8N4O4 overall in a non-equilibrium geometry, with properties calculated with ωB97M-V/def2-TZVPD.

Last columns: bonded neighbours and bond lengths (Å).
Geometry (Å):
1 C 4.2118 0.2678 -0.3290  C2 1.417, N17 1.448, O21 1.208
2 C 3.7535 -0.7594 -1.1915  C1 1.417, C3 1.310, H10 1.096
3 C 2.4812 -1.0205 -1.0182  C2 1.310, H11 1.168, N18 1.332
4 C 2.0133 0.1945 0.8548  N17 1.417, N18 1.416, O22 1.175
5 C -3.0914 1.6470 -0.3527  C6 1.501, N19 1.454, O23 1.306
6 C -1.8131 1.1548 0.2615  C5 1.501, C7 1.374, H14 1.104
7 C -1.7328 -0.1122 0.7867  C6 1.374, H15 1.088, N20 1.471
8 C -3.9866 -0.7860 -0.0543  N19 1.393, N20 1.359, O24 1.250
9 H 3.7950 1.1691 1.5861  N17 1.059
10 H 4.5093 -1.2524 -1.8129  C2 1.096
11 H 2.1464 -1.9903 -1.5755  C3 1.168
12 H 0.7346 -1.2871 0.1956  N18 1.225
13 H -5.0305 1.0786 -0.4455  N19 1.086
14 H -1.1971 2.0608 0.1285  C6 1.104
15 H -0.7918 -0.5061 1.1650  C7 1.088
16 H -2.5045 -2.0611 0.8953  N20 1.107
17 N 3.3640 0.6175 0.7918  C1 1.448, C4 1.417, H9 1.059
18 N 1.5113 -0.4729 -0.2882  C3 1.332, C4 1.416, H12 1.225
19 N -4.0736 0.5747 -0.3414  C5 1.454, C8 1.393, H13 1.086
20 N -2.8694 -1.0388 0.6769  C7 1.471, C8 1.359, H16 1.107
21 O 5.2026 0.9558 -0.4005  C1 1.208
22 O 1.2901 0.4705 1.7386  C4 1.175
23 O -3.1626 2.8186 -0.9242  C5 1.306
24 O -4.7602 -1.7230 -0.3468  C8 1.250

Properties
- frontier orbital gap (Eh) = 0.33776
- E_HOMO (Ha) = -0.3569
- energy above the lowest of the compared OMol25 structures with the same formula, charge and spin (kcal per mole) = 104.7
- SMILES = O=c1cc[nH]c(=O)[nH]1.O=c1cc[nH]c(=O)[nH]1
- total charge = 0

4.
Below is a 2-piece molecular cluster, H2NO2P overall in a non-equilibrium geometry, with properties calculated with ωB97M-V/def2-TZVPD.

Last columns: bonded neighbours and bond lengths (Å).
Geometry (Å):
1 N -0.3359 -0.8882 0.3446  P4 1.535
2 O -2.0574 0.3394 -0.0852  H5 0.933
3 O 1.9395 -0.0082 -0.0760  P4 1.640, H6 0.954
4 P 0.3507 0.3899 -0.1554  N1 1.535, O3 1.640
5 H -2.5332 -0.4637 -0.0762  O2 0.933
6 H 2.6363 0.6308 0.0482  O3 0.954

Properties
- frontier orbital gap (spin up / spin down) (Eh) = 0.32892 / 0.32596
- E_HOMO (spin up / spin down) (Ha) = -0.3867 / -0.3855
- energy above the lowest of the compared OMol25 structures with the same formula, charge and spin (kcal per mole) = 105.0
- total charge = 0

Listing energy for the structures above in their given order: -9806.9027, -99080.7524, -22574.3915, -14902.2115 eV.